Record 1
A cluster of 9 separate species, CH21O12P in total, computed with ωB97M-V/def2-TZVPD.

Atoms and positions in Å:
O  -5.098  -37.216  6.142
H  -5.569  -37.823  5.567
H  -4.475  -36.711  5.614
H  -5.798  -36.631  6.440
O  0.511  -33.802  4.162
H  -0.257  -34.349  4.343
H  0.387  -33.573  3.238
H  0.463  -33.043  4.747
O  -2.260  -38.345  4.687
H  -2.990  -38.965  4.625
H  -2.737  -37.526  4.533
H  -2.030  -38.331  5.619
O  -1.914  -35.369  7.224
H  -2.831  -35.128  7.376
H  -1.709  -35.443  6.290
H  -1.721  -36.253  7.546
C  -2.362  -38.538  8.451
O  -1.661  -38.065  7.326
H  -1.896  -39.447  8.831
H  -2.299  -37.733  9.183
H  -3.428  -38.740  8.345
P  -2.431  -35.337  3.901
O  -2.755  -33.939  3.323
O  -3.526  -36.193  4.575
O  -1.220  -35.369  4.874
O  -2.010  -36.050  2.633
O  0.909  -36.606  4.710
H  0.035  -36.218  4.682
H  1.222  -36.428  5.597
O  -4.450  -34.858  7.930
H  -4.659  -33.924  7.957
H  -5.069  -35.260  8.540
O  0.943  -38.712  6.646
H  0.093  -38.541  7.052
H  0.907  -39.635  6.394

## Properties
2S+1 ... 2
Total charge ... -1
Gap between HOMO and LUMO (alpha / beta) ... 3.369 / 5.317 eV
HOMO level (alpha / beta) ... -1.35 / -3.31 eV


Record 2
A cluster of 11 separate species, CH21O13 in total, computed with ωB97M-V/def2-TZVPD.

Atoms and positions in Å:
C  31.156  7.495  34.886
O  31.440  7.223  33.656
O  30.860  8.750  35.296
O  31.208  6.562  35.676
H  30.810  9.419  34.628
O  33.468  6.999  37.264
H  32.706  6.909  36.794
H  34.177  6.540  37.024
O  30.499  5.626  31.828
H  30.580  6.172  32.702
H  30.114  4.934  32.159
O  33.900  6.229  34.312
H  33.870  5.685  34.969
H  33.003  6.411  34.170
O  31.787  11.774  33.372
H  32.181  11.632  34.294
H  32.294  12.363  32.782
O  31.033  4.630  37.556
H  31.079  5.371  37.035
H  31.945  4.250  37.589
O  29.125  12.154  33.933
H  30.116  11.931  33.963
H  28.504  11.644  33.473
O  30.302  4.310  34.437
H  29.384  4.577  34.531
H  30.651  5.041  34.804
O  29.157  7.899  37.508
H  29.725  8.293  36.775
H  28.725  7.232  37.033
O  32.608  9.196  32.262
H  32.152  9.985  32.088
H  31.975  8.611  32.595
O  32.694  11.655  36.075
H  33.508  12.023  36.206
H  32.911  10.690  36.138

## Properties
Total charge ... -1
Energy relative to the best compared isomer or geometry (same formula, charge and spin) ... 329.9 kJ/mol
Gap between HOMO and LUMO ... 9.262 eV
HOMO level ... -6.94 eV


Record 3
A cluster of 11 separate species, CH23O11 in total, computed with ωB97M-V/def2-TZVPD.

Atoms and positions in Å:
C  -0.038  -0.402  0.417
O  0.889  0.621  0.314
H  -0.977  -0.196  -0.107
H  0.239  -1.293  -0.154
H  -0.453  -0.624  1.402
O  0.951  0.636  -3.447
H  1.683  0.326  -3.982
H  1.357  0.925  -2.624
O  -1.604  -3.517  0.712
H  -0.987  -3.010  0.182
H  -1.786  -4.300  0.189
O  2.035  2.395  -1.570
H  1.686  1.906  -0.817
H  1.858  3.313  -1.363
O  -0.719  3.093  -0.078
H  -0.324  2.220  -0.176
H  -0.047  3.699  -0.390
O  1.387  -2.725  2.239
H  1.993  -3.437  2.447
H  1.750  -2.320  1.449
O  1.531  1.168  3.184
H  2.421  1.502  3.066
H  1.244  0.934  2.296
O  -1.712  -0.190  -2.826
H  -0.757  -0.201  -2.924
H  -1.950  0.735  -2.902
O  3.842  0.171  0.236
H  3.542  -0.635  -0.187
H  3.072  0.745  0.226
O  -3.104  -0.763  2.437
H  -2.215  -1.047  2.216
H  -3.021  0.177  2.601
O  -4.057  -0.081  -1.041
H  -4.564  -0.006  -0.232
H  -3.167  0.180  -0.794

## Properties
Total charge ... -1
Energy relative to the best compared isomer or geometry (same formula, charge and spin) ... 150.2 kJ/mol
Gap between HOMO and LUMO ... 7.823 eV
HOMO level ... -4.88 eV


Record 4
A cluster of 11 separate species, CH24O10 in total, computed with ωB97M-V/def2-TZVPD.

Atoms and positions in Å:
C  0.375  -1.815  -0.014
H  0.436  -1.316  -0.978
H  -0.444  -1.419  0.577
H  1.317  -1.611  0.497
H  0.321  -2.892  -0.164
O  -1.737  1.583  -1.729
H  -0.776  1.452  -1.887
H  -2.112  0.679  -1.842
O  -1.075  -0.868  3.158
H  -0.639  -1.713  2.983
H  -1.836  -0.867  2.522
O  -2.978  -0.518  1.209
H  -3.914  -0.523  1.439
H  -2.734  0.490  1.097
O  1.004  1.282  -2.105
H  1.357  1.380  -1.166
H  1.239  2.099  -2.581
O  -2.639  -1.169  -1.423
H  -1.969  -1.838  -1.450
H  -2.858  -1.034  -0.471
O  0.119  1.357  2.261
H  -0.258  0.540  2.679
H  0.326  1.949  2.995
O  -2.211  1.904  0.877
H  -1.999  1.853  -0.098
H  -1.326  1.855  1.303
O  2.855  -0.715  -2.668
H  2.138  -0.034  -2.579
H  2.447  -1.448  -3.089
O  2.068  1.528  0.305
H  2.646  0.727  0.355
H  1.357  1.411  0.967
O  3.582  -0.781  -0.022
H  3.369  -0.876  -0.983
H  4.551  -0.654  0.024

## Properties
Energy relative to the best compared isomer or geometry (same formula, charge and spin) ... 0.0 kJ/mol
Gap between HOMO and LUMO ... 11.348 eV
HOMO level ... -10.96 eV


Computed values of maximum force (unit: Eh/bohr) for the preceding records, in sequence: 0.1415; 0.1600; 0.0327; 0.0287.